# C42H83ClNO3

5 unconnected molecules or ions with the total composition C42H83ClNO3 in a non-equilibrium geometry (ωB97M-V/def2-TZVPD, the OMol25 dataset).

Results
**HOMO-LUMO gap**: 4.44 eV
**Charge**: -1

Cartesian coordinates (Å):
Cl1 0.703164 2.525351 -2.557374
O1 3.777403 -2.604025 4.413770
O2 -1.899034 -6.131337 -3.246450
O3 -0.047584 -4.829285 -3.629645
N1 2.637815 -1.220734 0.876963
C1 -4.994473 7.261260 -1.567977
C2 -0.030088 -0.114579 -0.655405
C3 -3.731252 4.592697 0.779613
C4 -4.857816 0.296701 0.933739
C5 5.193123 7.043284 -5.574116
C6 1.528069 -1.929610 5.535088
C7 -4.057904 6.113452 -1.947206
C8 -6.322993 7.225497 -2.309276
C9 -1.439260 -4.953202 -3.349544
C10 -2.483486 -3.758289 -3.207487
C11 6.248183 7.324018 -4.512800
C12 0.009828 -1.567243 5.415468
C13 -1.797149 -2.320202 -2.868139
C14 -0.830858 2.236401 -1.535442
C15 -4.577707 4.709728 -1.623128
C16 4.574101 -7.202121 1.702585
C17 3.268349 -1.289122 -0.470376
C18 -6.638820 0.696223 5.389092
C19 1.182846 -1.817742 -2.118749
C20 3.761414 7.126263 -5.041989
C21 -7.105956 0.646596 3.940731
C22 -1.346209 -2.340043 -1.350266
C23 5.916581 -6.897232 3.892482
C24 2.606001 -2.323327 -1.494284
C25 -1.129226 0.635091 -1.541381
C26 3.601293 4.644048 -4.334313
C27 0.065331 -1.730453 -0.916670
C28 -0.706201 -1.588266 4.020944
C29 1.680080 -2.254070 2.907681
C30 5.593520 -9.305895 4.661743
C31 -6.758850 -0.666390 3.236846
C32 6.484504 -8.316581 3.924758
C33 -4.440995 0.099749 2.383940
C34 3.408743 6.111430 -3.950136
C35 4.579292 -6.743430 3.161598
C36 2.715224 4.202093 -5.489507
C37 2.381228 -2.275819 4.283766
C38 0.154738 -1.936675 2.761050
C39 -4.926793 4.463249 -0.153984
C40 5.524153 -6.407178 0.817149
C41 2.446072 -2.546040 1.506755
C42 -5.262060 -0.965851 3.110929
H1 6.064112 -10.292431 4.685242
H2 3.423290 -3.104843 1.762117
H3 -2.192720 0.539671 -1.091449
H4 2.944006 4.751412 -6.407313
H5 4.814598 -8.268269 1.635894
H6 3.368734 4.024458 -3.461669
H7 -6.168753 7.259713 -3.391235
H8 6.563996 -6.524271 1.132619
H9 1.301109 -0.771529 -2.587904
H10 -4.496216 1.055118 2.916515
H11 0.998542 0.372104 -0.776759
H12 4.650648 4.446595 -4.577947
H13 3.067669 7.013082 -5.881841
H14 5.275140 -5.342541 0.837082
H15 -0.332194 0.041659 0.454978
H16 -1.377426 -3.436539 -0.966330
H17 -0.640830 -1.273186 6.313597
H18 -5.721644 5.143380 0.169874
H19 3.313366 -2.412806 -2.412121
H20 -6.893890 6.324050 -2.071166
H21 -0.365951 -1.948900 1.743247
H22 2.362969 6.267733 -3.659573
H23 5.377323 6.062977 -6.025139
H24 2.867612 3.139674 -5.695995
H25 3.857539 -3.577518 4.256425
H26 -3.851631 6.164328 -3.023175
H27 3.588850 8.133981 -4.644695
H28 -6.935590 8.086106 -2.027407
H29 7.246909 7.288134 -4.955675
H30 -5.174993 7.266972 -0.488039
H31 -4.030459 4.370125 1.807051
H32 -8.193915 0.772228 3.921572
H33 -3.188071 -3.725686 -4.104021
H34 4.622459 -9.416960 4.172038
H35 -5.888928 0.652912 0.854692
H36 -3.143238 -4.014705 -2.293133
H37 -5.462253 4.499229 -2.233828
H38 0.919486 -2.593193 -2.915913
H39 -1.670564 2.797240 -2.072998
H40 3.311653 -0.247356 -0.939217
H41 5.451592 -6.751616 -0.217409
H42 -6.945371 1.637948 5.851730
H43 5.424270 -8.986993 5.693856
H44 1.658758 4.352592 -5.252009
H45 -3.387821 -0.200778 2.404461
H46 1.750586 -3.248451 0.931856
H47 2.504783 -3.398408 -1.095715
H48 -0.649023 2.609014 -0.462895
H49 3.245293 -0.647253 1.485643
H50 4.001639 6.320695 -3.053308
H51 5.305929 7.777154 -6.379475
H52 -3.819147 3.981656 -1.933813
H53 -5.333117 3.450512 -0.060255
H54 -1.821151 -1.330303 3.902954
H55 4.284003 -5.687667 3.201767
H56 7.459356 -8.288207 4.424062
H57 -3.316493 5.603635 0.767120
H58 1.985282 -1.900666 6.592784
H59 -4.215703 1.040711 0.454647
H60 -4.771765 -0.636922 0.371254
H61 -7.231692 -1.494659 3.778412
H62 4.376107 -1.607099 -0.304657
H63 -5.145089 -1.922309 2.587463
H64 -3.093806 6.268082 -1.451454
H65 -2.940807 3.891363 0.498028
H66 0.401443 -4.709504 -2.750982
H67 3.802585 -7.292111 3.704741
H68 6.658449 -6.232067 3.438085
H69 -2.155301 -1.791711 -0.723109
H70 -2.664830 -1.558089 -2.980635
H71 -4.493272 8.207803 -1.798758
H72 -6.689785 1.496990 3.391016
H73 5.788946 -6.542457 4.922558
H74 3.558248 -7.092087 1.309222
H75 6.217006 6.586631 -3.707254
H76 -7.076471 -0.122594 5.967118
H77 -1.133935 0.336487 -2.656915
H78 6.672803 -8.676547 2.908053
H79 -7.214158 -0.661780 2.240817
H80 -4.835944 -1.118114 4.108507
H81 -1.035516 -2.049834 -3.664916
H82 -5.550974 0.629146 5.465232
H83 6.107008 8.317272 -4.077268

Force components x, y, z for each atom (eV/Å):
Cl -0.9 0.1 0.7
O -2.1 -0.5 -0.2
O 1.8 4.4 -0.5
O -1.7 0.6 1.5
N 0.3 -0.7 -0.5
C 0.1 0.0 -0.1
C -0.9 -1.3 0.6
C -0.1 0.0 0.1
C 0.0 0.2 -0.1
C -0.1 0.1 0.0
C -1.8 0.3 -2.2
C 0.1 0.0 0.1
C -0.2 0.1 0.1
C -2.0 -4.1 0.3
C 0.8 0.9 0.7
C 0.1 -0.1 -0.1
C 1.4 -0.8 -3.4
C -2.1 -0.5 -0.6
C -0.7 -1.1 0.0
C -0.1 0.0 -0.1
C -0.1 0.1 0.0
C 1.1 -0.9 -0.2
C 0.0 0.2 0.0
C -0.2 -0.8 1.8
C -0.1 0.0 -0.1
C -0.1 -0.1 0.0
C 0.7 0.3 0.9
C 0.1 0.1 -0.1
C -0.2 0.7 -1.5
C 0.4 1.7 0.0
C -0.1 0.0 0.1
C 0.3 1.4 -1.8
C 4.3 -0.8 0.1
C -1.6 0.3 1.4
C 0.0 -0.2 -0.1
C 0.0 0.0 -0.1
C 0.0 0.1 0.1
C 0.1 -0.1 0.0
C 0.1 0.0 0.1
C -0.1 -0.1 0.1
C 0.1 -0.1 -0.1
C -4.0 0.8 -0.3
C 0.9 0.4 4.1
C 0.1 -0.1 -0.1
C 0.0 -0.1 -0.1
C -0.7 -0.1 2.2
C 0.0 0.0 0.1
H -0.1 0.0 0.1
H -1.1 0.7 -0.5
H 1.6 -0.1 -0.8
H 0.0 0.0 0.0
H 0.0 0.0 0.1
H 0.0 0.1 -0.1
H 0.0 0.0 0.0
H 0.0 0.0 0.0
H 0.2 -1.5 0.2
H 0.0 0.0 0.0
H -1.5 -0.7 0.1
H 0.0 0.0 0.0
H 0.0 0.0 0.0
H 0.0 0.0 0.0
H 0.4 0.1 -1.5
H -0.1 1.5 -0.8
H 1.4 -0.6 -1.3
H 0.0 0.0 0.0
H -0.7 0.2 1.5
H 0.0 0.1 -0.1
H 1.3 -0.1 1.2
H 0.1 0.0 0.0
H -0.1 0.0 0.0
H -0.1 0.1 0.0
H -0.2 1.2 0.1
H 0.0 0.0 0.1
H 0.0 0.0 0.0
H 0.0 -0.1 -0.1
H 0.0 0.0 0.1
H 0.0 0.0 0.0
H 0.1 0.0 0.0
H 0.1 0.0 0.0
H 1.2 -0.2 0.9
H 0.0 0.0 0.1
H 0.0 0.0 0.0
H 1.1 0.1 -1.5
H 0.0 0.0 0.0
H 0.3 1.1 0.8
H 1.3 -0.6 0.9
H -0.3 -1.4 0.6
H 0.0 0.1 0.0
H 0.0 -0.1 0.1
H 0.0 0.0 -0.1
H 0.1 0.0 0.0
H -0.1 0.1 0.0
H 1.0 1.4 0.4
H 0.1 1.7 -0.3
H -0.2 -0.4 -1.8
H -0.5 -0.5 -0.4
H 0.0 0.0 0.0
H 0.0 -0.1 0.0
H -0.1 0.0 0.0
H 0.0 0.1 0.0
H 2.0 -0.5 0.3
H 0.0 0.0 -0.1
H 0.0 0.0 -0.1
H 0.0 -0.1 0.0
H -0.6 -0.1 -2.0
H 0.0 -0.1 0.0
H 0.0 0.1 0.0
H 0.0 0.1 0.0
H -1.4 0.3 -0.5
H 0.0 0.1 0.0
H 0.0 0.0 0.0
H 0.0 0.1 0.0
H -0.5 0.1 -1.0
H 0.0 0.1 0.0
H -0.1 0.0 0.0
H 1.1 -0.9 -0.9
H 1.4 -1.1 0.0
H 0.0 -0.1 0.1
H 0.0 -0.1 0.0
H 0.0 0.0 0.0
H 0.1 0.0 0.1
H 0.0 0.1 0.0
H 0.1 0.0 0.0
H 0.0 0.2 1.8
H 0.0 0.1 0.0
H 0.0 0.0 0.0
H 0.0 0.0 0.0
H -0.6 -0.4 1.3
H -0.1 0.0 0.0
H 0.0 -0.1 0.0